Here is a structure of composition C21H33BrCaCl2N8O3 at a distorted geometry from the Open Molecules 2025 dataset. Energies are from ωB97M-V/def2-TZVPD.

XYZ file:
```
69
Properties=species:S:1:pos:R:3:forces:R:3:lowdin_charge:R:1
Ca 0.04234 1.22989 -0.67798 0.2 0.9 1.0 1.234
Cl 0.27669 3.38378 1.93571 0.8 -0.5 0.1 0.475
C 1.69857 2.80818 2.94106 -0.2 0.4 0.0 -0.923
Cl 2.46008 1.33476 2.31858 -0.4 0.4 -0.1 0.528
H 1.27565 2.62639 3.92006 0.0 -0.2 0.0 0.027
H 2.44282 3.61205 3.00608 -0.4 -0.3 -0.3 0.045
O -5.49755 4.95493 -2.27645 1.5 0.4 -0.5 0.105
C -4.43337 4.32338 -1.73187 -0.7 -0.9 1.4 -0.268
C -3.15478 4.29368 -2.28371 0.4 0.4 -1.0 -0.001
C -2.15896 3.47679 -1.78891 -1.0 0.3 1.0 -0.150
N -2.33983 2.74158 -0.67595 0.2 -0.3 0.2 -0.044
C -3.53261 2.87010 -0.05515 -0.2 0.5 -0.5 -0.761
Br -3.79571 2.07005 1.60754 0.4 -0.6 0.4 0.819
C -4.62088 3.61341 -0.49832 1.0 0.5 -2.0 -0.021
H -5.17965 5.47430 -3.05926 -0.6 -0.5 0.8 0.149
H -2.91872 4.91503 -3.14066 -0.1 -0.1 -0.1 0.123
H -1.16639 3.47189 -2.22680 -0.1 0.0 -0.2 0.092
H -5.57626 3.63615 -0.00188 0.0 0.0 0.2 0.118
N 2.61738 3.15542 -3.67402 -0.2 0.2 0.0 0.105
C 3.36227 3.89142 -2.74408 -0.9 -0.6 0.3 -0.024
C 2.84054 3.55260 -1.50682 -0.2 -0.4 -1.0 -0.099
N 1.80350 2.64003 -1.65233 -0.2 -0.4 -2.6 -0.029
C 1.67914 2.41203 -3.01829 0.7 0.1 1.5 -0.234
C 0.74192 1.40449 -3.65518 -1.0 0.2 1.4 -0.240
N -0.26657 0.78713 -2.94028 2.1 0.7 -1.4 -0.064
C -0.91891 -0.01909 -3.83642 -0.6 0.7 -1.2 -0.122
C -0.43970 0.18199 -5.11398 1.3 0.7 1.4 -0.008
N 0.67122 1.05670 -4.96000 -1.0 -0.4 0.5 0.130
H 2.66040 3.26161 -4.69622 0.2 0.0 0.9 0.177
H 4.14646 4.60117 -3.01568 -0.4 -0.5 0.0 0.135
H 3.19519 3.87619 -0.53204 -0.3 -0.1 -0.3 0.118
H -1.82712 -0.57780 -3.59283 0.6 0.2 0.1 0.127
H -0.78204 -0.14396 -6.07130 0.1 -0.3 -0.3 0.121
H 1.31818 1.37268 -5.67813 -0.4 -0.3 0.1 0.172
O -1.22665 -0.41666 0.61701 -0.8 -2.4 -2.5 -0.101
O -1.42235 -1.16981 -0.36111 0.4 2.0 2.8 0.053
C 3.18127 -2.88855 -2.39668 0.6 -0.6 -0.1 -0.030
C 2.00576 -3.15100 -1.42771 0.6 -0.2 0.1 -0.581
C 0.76429 -3.67784 -2.12523 -0.9 -0.2 0.4 -0.030
C 2.44870 -4.09350 -0.31908 0.6 -0.6 1.1 -0.041
C 1.73983 -1.80648 -0.86674 -0.2 3.0 -0.2 -0.098
N 1.64186 -0.65001 -0.66857 -0.3 -3.0 -0.2 0.104
H 3.54829 -3.82995 -2.86913 -0.5 0.6 0.4 0.116
H 4.02953 -2.46423 -1.85273 -0.1 -0.1 0.0 0.096
H 2.91808 -2.18618 -3.17844 -0.2 0.1 -0.2 0.080
H 0.91219 -4.64300 -2.62031 0.4 0.2 0.1 0.110
H 0.35916 -2.97856 -2.84389 0.0 0.2 -0.3 0.074
H -0.02312 -3.84911 -1.37980 0.1 0.0 -0.1 0.095
H 2.83127 -5.03779 -0.71374 -0.2 0.1 -0.4 0.102
H 1.67815 -4.36127 0.42072 0.0 0.4 -0.4 0.088
H 3.30539 -3.69508 0.24172 -0.3 0.2 -0.1 0.099
C -2.26022 -2.64974 4.36334 -0.7 0.1 0.2 -0.042
C -0.86562 -2.09821 4.62206 0.4 0.2 -0.2 -0.657
C -0.80786 -0.54908 4.60488 -1.1 0.3 0.5 -0.048
C -0.28201 -2.69121 5.90379 -0.4 1.0 0.5 -0.038
N 0.01143 -2.36976 3.51248 1.3 -0.2 -1.9 -0.124
N 0.48568 -3.71313 3.24502 -0.8 0.4 0.2 0.023
H -2.97299 -2.29769 5.12318 0.1 0.1 -0.3 0.092
H -2.31334 -3.74093 4.42426 0.3 0.0 -0.1 0.082
H -2.60444 -2.37813 3.34884 0.0 0.1 0.5 0.081
H -1.43441 -0.09396 5.39951 0.3 -0.3 -0.3 0.095
H -1.17150 -0.12665 3.64466 0.0 -0.4 0.3 0.064
H 0.21914 -0.20297 4.69241 0.1 -0.2 0.3 0.069
H -0.79267 -2.18177 6.72826 0.0 -0.3 0.1 0.092
H 0.77270 -2.46918 6.02337 0.2 0.1 -0.2 0.086
H -0.42571 -3.76052 6.01806 -0.1 -0.1 -0.1 0.077
H -0.44121 -1.99978 2.66136 0.3 -0.7 0.5 0.079
H 1.46892 -3.73702 3.45563 0.4 0.3 0.0 0.062
H 0.09915 -4.33020 3.94810 -0.4 -0.3 -0.1 0.058
```
Positions in Å, forces in eV/Å.

**Max |F|**: 3.5 eV/A
**Relative energy (zero: lowest compared OMol25 entry of this formula, charge and spin)**: 5.4 kcal/mol
**HOMO-LUMO gap (spin up / spin down)**: 4.03 / 3.95 eV
**Molecular weight**: 636.4 g mol⁻¹
**Net charge**: +2

Here is a cluster of 7 separate species, C21H33F3O21 in total at a distorted geometry from the Open Molecules 2025 dataset. Energies are from ωB97M-V/def2-TZVPD.

XYZ file:
```
78
Properties=species:S:1:pos:R:3:forces:R:3:lowdin_charge:R:1
O -3.68520 4.39808 -6.64600 0.0 -0.2 0.1 0.173
C -3.20749 3.52997 -5.99418 0.1 0.1 0.4 -0.541
O -3.28277 3.42295 -4.63741 0.4 0.3 -0.8 0.058
C -2.73179 2.15389 -4.27518 -0.4 -0.5 -0.5 -0.054
C -1.87605 1.73412 -5.49324 -1.2 0.3 1.2 -0.295
F -2.10005 0.41229 -5.75091 0.4 0.5 -0.1 0.066
O -2.46169 2.51113 -6.51040 0.4 0.1 -0.3 0.128
H -2.20307 2.21774 -3.32944 -0.1 0.0 0.0 0.107
H -3.59803 1.48475 -4.29330 0.4 -0.3 0.6 0.146
H -0.81344 1.95036 -5.35464 0.0 -0.3 -0.5 0.165
O -1.29200 -3.42865 -0.34680 -0.7 -0.1 0.1 0.189
C -0.86770 -4.17635 0.47207 1.3 1.5 -0.3 -0.562
O 0.14990 -3.80237 1.30647 0.1 -0.5 0.1 0.053
C 0.51775 -4.95770 2.10139 0.8 1.2 -0.6 -0.041
C -0.06214 -6.06459 1.29286 -1.6 -1.0 1.4 -0.277
F -0.54287 -7.02826 2.15482 0.2 0.1 -0.6 0.055
O -1.17887 -5.45371 0.65819 0.1 -1.1 -0.4 0.159
H 1.59904 -5.08548 2.13308 0.0 0.5 0.2 0.146
H 0.09331 -4.78572 3.08510 0.0 -0.6 0.1 0.142
H 0.59287 -6.55111 0.57274 -0.1 0.1 -0.1 0.177
O -1.78717 -0.17008 -2.33995 0.2 -0.4 0.1 0.171
C -1.51626 -0.22763 -1.18276 -0.2 0.9 -0.7 -0.575
O -2.42360 -0.36983 -0.20968 -1.0 -0.6 0.5 0.074
C -1.78182 -0.50336 1.04536 1.0 0.6 0.2 -0.047
C -0.44723 0.17876 0.74488 0.7 -0.7 0.0 -0.279
F 0.55983 -0.51571 1.36720 0.0 0.2 -0.2 0.051
O -0.29866 0.04510 -0.67178 0.0 -0.1 0.9 0.130
H -2.27045 -0.02066 1.89046 -0.5 0.3 -0.5 0.140
H -1.62160 -1.54440 1.32262 0.1 -0.1 -0.3 0.120
H -0.33431 1.22841 1.01242 -0.2 -0.1 0.1 0.127
C 0.32552 2.05256 5.84038 -1.0 0.9 0.5 -0.024
O 1.20514 2.65338 4.88524 -0.4 -0.3 0.0 0.030
C 0.76270 2.68870 3.63900 0.0 -0.2 -1.2 -0.610
O -0.27379 2.26276 3.19017 -0.4 -0.2 0.5 0.101
O 1.68906 3.25978 2.89125 1.0 0.8 0.4 0.021
C 1.50237 3.37997 1.49201 -0.7 -0.1 -0.4 -0.022
H 0.74340 1.12427 6.21260 0.1 0.1 0.1 0.081
H -0.69451 1.91868 5.47706 0.3 -0.4 -0.6 0.093
H 0.15177 2.81458 6.60465 0.6 -0.4 0.4 0.100
H 0.45275 3.53987 1.23844 -0.1 -0.3 0.1 0.083
H 1.87500 2.47388 1.01832 0.0 0.1 -0.2 0.105
H 2.01828 4.25826 1.11391 0.4 -0.1 0.4 0.099
C -0.07535 6.21522 -1.67263 0.5 -0.1 -0.1 -0.027
O -1.03748 5.68036 -0.77136 -0.5 0.7 0.3 0.013
C -1.34129 4.40536 -0.88955 -0.1 -0.5 -0.4 -0.624
O -0.81270 3.62155 -1.63676 0.1 -0.2 0.0 0.121
O -2.33926 4.13968 -0.04936 -0.2 0.8 1.0 0.030
C -2.79562 2.82052 0.06267 -0.2 -1.9 -1.0 -0.039
H 0.85439 5.66487 -1.53451 0.1 0.1 -0.3 0.095
H 0.05988 7.26043 -1.41123 -0.1 -0.1 0.2 0.096
H -0.39431 6.17785 -2.71294 -0.1 -0.3 0.1 0.102
H -3.11326 2.45232 1.03819 0.4 1.1 0.5 0.102
H -2.01692 2.13451 -0.26735 0.0 0.1 -0.2 0.064
H -3.67203 2.63994 -0.56363 0.1 0.3 -0.3 0.111
C 2.98242 -5.27913 7.03353 0.1 -0.2 1.3 -0.047
O 2.58476 -4.53366 5.90554 0.8 -0.5 -1.1 0.012
C 1.99236 -3.37404 6.09299 -0.4 0.4 0.8 -0.634
O 1.75083 -2.87903 7.16021 -0.1 0.2 0.2 0.136
O 1.68461 -2.85988 4.91184 0.1 -0.5 -1.3 0.002
C 0.80146 -1.75558 4.86546 -0.2 0.9 0.5 -0.032
H 3.56003 -4.72869 7.78026 -0.3 0.5 -0.2 0.099
H 3.65612 -6.08699 6.75887 -0.4 -0.1 -0.6 0.094
H 2.08424 -5.65638 7.52272 0.1 -0.2 0.1 0.102
H -0.22542 -2.06305 5.06790 0.1 -0.1 0.3 0.106
H 0.79092 -1.28201 3.88517 0.5 -0.5 -0.2 0.084
H 1.14128 -1.00354 5.57796 -0.3 -0.1 0.1 0.079
C 0.95908 -0.52005 -3.82489 -1.3 -0.9 0.4 -0.058
O 2.10864 -0.70901 -4.62030 0.3 -0.5 -0.5 0.004
C 1.89188 -1.11122 -5.88722 -0.2 0.8 0.8 -0.616
O 0.84480 -1.04128 -6.46368 -0.3 -0.2 -0.2 0.136
O 3.04772 -1.53541 -6.35803 0.9 -0.3 -0.3 0.014
C 3.08449 -1.96249 -7.71669 -1.0 -0.1 -0.4 -0.033
H 0.28602 0.25426 -4.19107 0.5 0.5 0.3 0.074
H 1.30145 -0.46675 -2.79457 0.0 0.8 -0.1 0.091
H 0.28474 -1.38865 -3.80760 0.4 -0.2 -0.4 0.104
H 2.07236 -2.20187 -8.04706 0.0 0.0 0.1 0.090
H 3.67677 -2.86792 -7.79760 0.3 0.2 0.2 0.092
H 3.43625 -1.16889 -8.37231 0.3 0.0 0.2 0.096
```
Positions in Å, forces in eV/Å.

**Max |F|**: 2.3 eV/A
**Relative energy (zero: lowest compared OMol25 entry of this formula, charge and spin)**: 8.6 kcal/mol
**HOMO-LUMO gap**: 10.90 eV
**Molecular weight**: 678.5 g mol⁻¹
**Structure (SMILES)**: O=C1OC[C@@H](F)O1.O=C1OC[C@@H](F)O1.O=C1OC[C@@H](F)O1.COC(=O)OC.COC(=O)OC.COC(=O)OC.COC(=O)OC

Here is a structure of composition C21H33N10OPPd from the Open Molecules 2025 dataset. Energies are from ωB97M-V/def2-TZVPD.

XYZ file:
```
67
Properties=species:S:1:pos:R:3:forces:R:3:lowdin_charge:R:1
Pd 0.32461 -0.58220 -0.57647 -0.2 -0.5 0.6 1.075
C -4.95075 -1.49944 1.21849 -0.1 -0.1 0.2 -0.007
N -3.88413 -1.10074 0.31066 0.1 0.1 0.0 -0.114
C -4.06252 -0.40524 -0.85048 0.0 0.0 -0.2 -0.029
C -2.81992 -0.21540 -1.38634 -0.1 0.0 0.0 -0.103
N -1.89770 -0.79268 -0.56543 0.4 0.4 0.2 -0.028
C -2.55403 -1.30843 0.46273 -0.1 -0.3 0.0 -0.456
P -1.80091 -2.22349 1.85695 0.2 0.3 -0.3 1.192
C -0.59076 -3.20229 0.89713 -0.1 -0.1 0.2 -0.454
N 0.26113 -2.75747 -0.01668 0.0 0.3 -0.2 -0.029
C 1.04755 -3.80317 -0.38343 0.0 -0.1 0.0 -0.098
C 0.66053 -4.91145 0.31860 0.2 0.0 -0.1 -0.026
N -0.36607 -4.52133 1.12469 0.0 0.1 -0.1 -0.118
C -1.08522 -5.39009 2.04731 -0.1 -0.1 0.2 -0.010
C -0.63375 -0.90072 2.36728 0.1 -0.3 0.2 -0.444
N 0.37335 -0.42130 1.65029 -0.2 0.3 -0.6 -0.013
C 1.02802 0.48899 2.42270 0.0 0.0 0.1 -0.106
C 0.41860 0.54540 3.64413 0.2 0.1 -0.1 -0.031
N -0.62262 -0.33693 3.59974 0.0 0.0 -0.2 -0.113
C -1.56406 -0.59899 4.67979 -0.1 -0.1 0.1 -0.007
H -5.90213 -1.19086 0.79663 0.0 0.0 0.0 0.101
H -4.83241 -1.02049 2.18893 0.0 0.0 0.0 0.092
H -4.96065 -2.57922 1.35340 0.0 0.0 0.0 0.095
H -5.03887 -0.11783 -1.20158 0.0 0.0 0.0 0.135
H -2.54298 0.27729 -2.30266 0.0 0.0 0.0 0.117
H 1.82634 -3.70150 -1.12011 0.0 0.0 0.0 0.107
H 1.03531 -5.92052 0.30774 -0.1 0.0 0.0 0.135
H -0.70097 -6.40027 1.94609 0.0 0.0 0.0 0.101
H -2.14857 -5.39938 1.81723 0.0 0.0 0.0 0.095
H -0.94372 -5.06256 3.07567 0.0 0.0 0.0 0.094
H 1.89137 1.02254 2.06387 -0.1 0.1 0.0 0.114
H 0.65716 1.12125 4.52214 -0.1 0.0 0.0 0.135
H -1.33724 0.05880 5.51304 0.0 0.0 0.0 0.102
H -1.48685 -1.63151 5.01585 0.0 0.0 0.0 0.096
H -2.58375 -0.40832 4.35091 0.0 0.0 0.0 0.089
C 5.92907 -0.38415 -1.88826 0.2 0.1 0.1 0.014
N 4.48869 -0.58196 -1.98045 -0.1 0.0 0.0 -0.110
C 3.79970 -0.95131 -3.10377 -0.1 0.0 -0.1 -0.035
C 2.48781 -1.02751 -2.74334 0.2 -0.1 0.0 -0.148
N 2.37736 -0.70919 -1.40928 -0.3 0.1 0.2 -0.064
C 3.59799 -0.44443 -0.98418 -0.1 0.0 0.0 -0.133
H 6.37301 -0.55074 -2.86452 0.0 0.0 0.0 0.100
H 6.36551 -1.08498 -1.17939 0.0 0.0 0.0 0.103
H 6.15328 0.63148 -1.56852 0.0 0.0 0.0 0.101
H 4.29376 -1.12669 -4.04365 0.0 0.0 0.0 0.134
H 1.63469 -1.29815 -3.34302 0.0 0.0 0.0 0.112
H 3.86389 -0.16876 0.02293 0.0 0.0 0.0 0.143
C -1.55298 3.04708 0.76994 0.1 -0.1 -0.1 -0.028
N -0.83512 3.68894 -0.33448 0.0 -0.1 0.1 -0.100
C -0.97158 5.13789 -0.45645 -0.1 0.0 0.1 -0.042
C -0.03174 2.86230 -1.05855 -0.1 0.0 -0.1 -0.454
O 0.05208 1.67052 -0.66279 0.0 -0.2 0.0 -0.124
N 0.62864 3.25683 -2.17706 0.1 -0.1 0.0 -0.104
C 0.75019 4.57761 -2.78371 0.0 0.1 -0.1 -0.033
C 1.41987 2.27839 -2.91373 -0.1 0.0 0.1 -0.038
H -2.24755 3.76188 1.19943 0.0 0.0 0.0 0.089
H -0.86624 2.70701 1.54509 0.0 0.0 0.1 0.081
H -2.11004 2.18153 0.40981 0.0 0.0 0.0 0.076
H -1.60434 5.48838 0.35184 0.0 0.0 0.0 0.090
H -1.45572 5.42757 -1.38917 0.0 0.0 0.1 0.096
H -0.01363 5.64775 -0.35651 0.0 0.0 0.0 0.099
H 0.18957 5.34096 -2.27082 0.2 -0.1 -0.2 0.045
H 0.40013 4.53456 -3.81644 0.0 0.0 0.0 0.103
H 1.80135 4.87321 -2.79247 0.0 0.0 0.0 0.103
H 1.27141 1.28763 -2.51070 0.0 0.0 0.0 0.030
H 2.48160 2.52952 -2.85474 0.0 0.0 0.0 0.102
H 1.11600 2.28638 -3.96182 0.0 0.0 0.0 0.102
```
Positions in Å, forces in eV/Å.

**Max |F|**: 0.8 eV/A
**HOMO-LUMO gap (spin up / spin down)**: 9.02 / 7.00 eV
**<S²>**: 2.00
**Molecular weight**: 579.0 g mol⁻¹
**Spin multiplicity**: 3
**Net charge**: +2

> Among the records above, which one has the lowest max |F|?

C21H33N10OPPd

> Which of these has the highest molecular weight?

C21H33F3O21

> Which value of molecular weight does entry 1 give?

636.4 g mol⁻¹